# 1
Formula: C62H51AsNOP2RuS
Source: OMol25
Level of theory: ωB97M-V with the def2-TZVPD basis set

Positions of all 120 atoms, in Å:
Ru (0.33757, 0.62590, -0.05354)
S (2.19239, 1.58727, 1.18030)
C (3.56347, 0.56188, 1.38676)
C (4.54217, 0.99535, 2.29183)
C (5.65817, 0.21767, 2.51299)
C (5.79603, -0.99374, 1.84393)
C (4.82485, -1.41852, 0.94412)
C (3.70375, -0.64590, 0.68313)
As (2.35470, -1.12618, -0.65898)
C (2.87470, -3.00795, -0.93301)
C (2.13111, -4.07395, -0.44676)
C (2.64067, -5.36310, -0.51833)
C (3.88172, -5.59270, -1.08768)
C (4.61024, -4.53443, -1.60634)
C (4.11227, -3.24698, -1.53614)
C (3.26942, -0.46271, -2.25976)
C (4.21904, 0.55223, -2.25012)
C (4.83311, 0.92505, -3.43540)
C (4.50251, 0.30035, -4.62656)
C (3.56459, -0.72176, -4.63785)
C (2.94515, -1.09641, -3.46270)
H (4.40246, 1.93033, 2.81427)
H (6.41077, 0.54076, 3.21579)
H (6.66172, -1.61395, 2.02410)
H (4.94920, -2.37219, 0.44855)
H (1.15329, -3.89560, -0.01633)
H (2.06379, -6.18962, -0.13434)
H (4.28379, -6.59202, -1.13917)
H (5.57454, -4.70484, -2.05907)
H (4.69533, -2.43021, -1.94790)
H (4.49967, 1.04003, -1.32128)
H (5.58072, 1.70139, -3.43811)
H (4.99065, 0.59783, -5.54231)
H (3.32327, -1.23197, -5.55828)
H (2.22569, -1.91502, -3.45727)
C (-5.88447, 1.48009, 3.01720)
C (-5.57105, 0.23572, 2.14941)
C (-6.80541, -0.67702, 2.11331)
C (-4.38537, -0.46182, 2.78510)
C (-4.46749, -1.21184, 3.95299)
C (-3.33655, -1.76769, 4.53342)
C (-2.07451, -1.58820, 3.97753)
C (-1.95282, -0.84615, 2.81699)
P (-0.36073, -0.35440, 2.04557)
C (0.62921, -1.81187, 2.50367)
C (0.06029, -3.06089, 2.24420)
C (0.69314, -4.21101, 2.67724)
C (1.90287, -4.12288, 3.34830)
C (2.48977, -2.88730, 3.57129)
C (1.86243, -1.72883, 3.14365)
C (0.02123, 0.95367, 3.26276)
C (0.38980, 0.69724, 4.57941)
C (0.70615, 1.75439, 5.41610)
C (0.62789, 3.06253, 4.95856)
C (0.20467, 3.32624, 3.66393)
C (-0.10419, 2.27492, 2.82132)
C (-3.10487, -0.29812, 2.24532)
O (-2.85283, 0.37759, 1.10839)
C (-3.88686, 0.78116, 0.34668)
C (-3.49339, 1.25117, -0.90940)
C (-4.45696, 1.71358, -1.78661)
C (-5.79081, 1.68594, -1.39445)
C (-6.16352, 1.20605, -0.14758)
C (-5.22200, 0.73079, 0.76056)
P (-1.70554, 1.17016, -1.32417)
C (-1.70287, -0.30743, -2.40139)
C (-2.00384, -1.50807, -1.74186)
C (-2.11993, -2.68639, -2.45697)
C (-1.91038, -2.68123, -3.82901)
C (-1.55130, -1.50864, -4.47873)
C (-1.43901, -0.32485, -3.76989)
C (-1.59562, 2.73600, -2.24797)
C (-1.15880, 3.81740, -1.47817)
C (-1.05129, 5.07984, -2.02914)
C (-1.38341, 5.27524, -3.36163)
C (-1.86146, 4.21742, -4.11945)
C (-1.98022, 2.95184, -3.56954)
H (-6.12749, 1.17394, 4.03028)
H (-6.73156, 2.02042, 2.60484)
H (-5.02821, 2.15066, 3.05349)
H (-7.07344, -0.99671, 3.11445)
H (-6.61583, -1.55759, 1.50439)
H (-7.66157, -0.15065, 1.70422)
H (-5.42141, -1.36740, 4.42934)
H (-3.43436, -2.34552, 5.43925)
H (-1.20999, -2.03360, 4.44354)
H (-0.90041, -3.11539, 1.74429)
H (0.24076, -5.17371, 2.49664)
H (2.38901, -5.01684, 3.70487)
H (3.42810, -2.82400, 4.09950)
H (2.30524, -0.76367, 3.35053)
H (0.44877, -0.31609, 4.94872)
H (1.02017, 1.55686, 6.42958)
H (0.89158, 3.87683, 5.61537)
H (0.12373, 4.34643, 3.32097)
H (-0.44821, 2.45778, 1.79500)
H (-4.18610, 2.09830, -2.75647)
H (-6.54474, 2.04694, -2.07804)
H (-7.20777, 1.21677, 0.11726)
H (-2.18530, -1.49941, -0.67101)
H (-2.38716, -3.60796, -1.95929)
H (-2.02824, -3.59076, -4.39609)
H (-1.36558, -1.51754, -5.54237)
H (-1.15569, 0.57518, -4.29169)
H (-0.91782, 3.65285, -0.43031)
H (-0.71388, 5.90961, -1.42642)
H (-1.28706, 6.25406, -3.80320)
H (-2.15653, 4.37946, -5.14547)
H (-2.39576, 2.15563, -4.16847)
C (2.13493, 3.29178, -3.75066)
C (2.10609, 3.77195, -2.45047)
C (1.58773, 2.97351, -1.45000)
N (1.13058, 1.74014, -1.67702)
C (1.16651, 1.27157, -2.92388)
C (1.64475, 2.01795, -3.98806)
H (2.52064, 3.89360, -4.55873)
H (2.47890, 4.75317, -2.21194)
H (1.54181, 3.33890, -0.42994)
H (0.79566, 0.26195, -3.06845)
H (1.64670, 1.60997, -4.98400)

Atoms 1-6, force components in eV/Å:
2.644 0.110 0.542
-0.706 -1.729 -0.133
-1.606 0.993 -0.433
0.857 0.245 0.551
-0.187 0.473 0.301
-0.065 0.116 0.086

Calculated values
E_LUMO (spin up / spin down): -11.68 / -11.62 eV
E_HOMO (spin up / spin down): -14.567 / -14.581 eV
total charge: +3
E: -5933.84602 Eh
spin multiplicity: 1

These are the Mulliken partial charges, in e, on atoms 1 to 2: atom 1 (Ru): -0.02, atom 2 (S): -0.06



# 2
Formula: C62H55AsCl3HgN5O8S2
Source: OMol25
Level of theory: ωB97M-V with the def2-TZVPD basis set

Positions of all 137 atoms, in Å:
Hg (1.09910, 1.79438, -0.75742)
C (-4.69775, 3.26298, -6.37520)
C (-3.98177, 2.65281, -5.19986)
C (-4.28361, 3.06064, -3.90076)
C (-3.66135, 2.48379, -2.80662)
C (-2.72806, 1.48246, -3.01909)
C (-2.38206, 1.08337, -4.29967)
C (-3.01798, 1.66598, -5.38615)
S (-1.88367, 0.73713, -1.63421)
O (-2.13111, 1.63833, -0.47474)
C (-3.01495, -0.67425, -1.31792)
C (-4.35186, -0.69430, -1.77915)
C (-5.20468, -1.67240, -1.37105)
C (-4.78400, -2.67700, -0.47545)
C (-5.67946, -3.66271, 0.00878)
C (-5.26018, -4.60899, 0.89748)
C (-3.91453, -4.63741, 1.32019)
C (-3.02366, -3.71435, 0.85557)
C (-3.43991, -2.68991, -0.03480)
C (-2.54893, -1.65715, -0.46667)
C (-1.13856, -1.70667, -0.00813)
C (-0.23216, -2.53143, -0.74028)
C (-0.62247, -3.20846, -1.92453)
C (0.26013, -4.00577, -2.59354)
C (1.58177, -4.15672, -2.12648)
C (1.99161, -3.49680, -1.00416)
C (1.09379, -2.67662, -0.28336)
C (1.50483, -1.98720, 0.88055)
C (0.63709, -1.19208, 1.55944)
C (-0.69801, -1.07631, 1.12504)
S (-1.74002, 0.04000, 2.10564)
O (-0.79181, 1.03854, 2.67311)
C (-2.08942, -1.09062, 3.47062)
C (-1.22245, -1.13893, 4.54951)
C (-1.55209, -1.90450, 5.65647)
C (-2.75232, -2.60973, 5.70822)
C (-3.13070, -3.39939, 6.93326)
C (-3.61613, -2.53573, 4.61952)
C (-3.29596, -1.77158, 3.50807)
H (-5.75831, 3.00415, -6.35562)
H (-4.28170, 2.90192, -7.31479)
H (-4.62386, 4.35106, -6.35976)
H (-5.01736, 3.84395, -3.74590)
H (-3.88192, 2.80070, -1.79321)
H (-1.62371, 0.32045, -4.43824)
H (-2.75584, 1.35700, -6.39104)
H (-4.69587, 0.07490, -2.45688)
H (-6.22642, -1.68935, -1.73243)
H (-6.70482, -3.65079, -0.34185)
H (-5.95665, -5.34649, 1.27617)
H (-3.59003, -5.39668, 2.02022)
H (-1.99138, -3.74542, 1.17963)
H (-1.63480, -3.09305, -2.29015)
H (-0.05163, -4.52010, -3.49397)
H (2.27429, -4.78624, -2.67185)
H (3.01104, -3.58565, -0.65251)
H (2.52585, -2.09368, 1.21917)
H (0.95795, -0.63632, 2.42980)
H (-0.30825, -0.55948, 4.51800)
H (-0.87273, -1.94577, 6.49997)
H (-2.25400, -3.62998, 7.53748)
H (-3.62149, -4.33480, 6.66285)
H (-3.82546, -2.83117, 7.55578)
H (-4.55722, -3.07404, 4.64499)
H (-3.98612, -1.69839, 2.67577)
O (3.23733, 7.60802, -1.58594)
C (2.18055, 7.82463, -0.83697)
O (2.02259, 8.84070, -0.19542)
C (1.15960, 6.73541, -0.82566)
C (-0.10291, 6.83204, -0.27899)
Cl (-0.87184, 8.11797, 0.53010)
N (-0.72648, 5.64299, -0.46871)
N (0.07425, 4.76289, -1.09835)
C (1.20457, 5.40421, -1.32495)
C (2.30487, 4.74299, -2.12749)
O (3.16135, 5.53080, -2.60201)
O (2.26519, 3.51162, -2.29546)
C (-2.07253, 5.31206, -0.13451)
C (-2.31870, 4.27813, 0.74878)
C (-3.62776, 3.98697, 1.10437)
C (-4.67680, 4.71950, 0.57058)
C (-4.41848, 5.74905, -0.32823)
C (-3.11353, 6.05001, -0.68163)
H (3.16726, 6.70056, -2.06320)
H (-1.49774, 3.69592, 1.14452)
H (-3.81773, 3.18089, 1.80053)
H (-5.69745, 4.49138, 0.85162)
H (-5.23384, 6.31523, -0.76057)
H (-2.89678, 6.85316, -1.37337)
Cl (2.89003, -4.43981, 2.85763)
C (3.73754, -3.61140, 4.12363)
C (3.57127, -4.11048, 5.40758)
C (4.09075, -3.44218, 6.49947)
C (4.77574, -2.25404, 6.30084)
C (4.97014, -1.78617, 5.01809)
Cl (5.85351, -0.30223, 4.81543)
C (4.48762, -2.45432, 3.87153)
N (4.72757, -1.90162, 2.63056)
C (5.12655, -2.52218, 1.43819)
C (5.51287, -3.85972, 1.39428)
C (5.83112, -4.46221, 0.18785)
C (5.80329, -3.72059, -0.98375)
C (5.52841, -2.36231, -0.91695)
C (5.21858, -1.73254, 0.28226)
C (5.04714, -0.24326, 0.32808)
C (3.59597, 0.25632, 0.10503)
O (3.05695, -0.06855, -0.96812)
O (3.11031, 0.99051, 0.99950)
H (2.99937, -5.01884, 5.53634)
H (3.94948, -3.83263, 7.49775)
H (5.16796, -1.68885, 7.13454)
H (4.86214, -0.90289, 2.64665)
H (5.56763, -4.42789, 2.31270)
H (6.09479, -5.51211, 0.16837)
H (6.03016, -4.18486, -1.93492)
H (5.55386, -1.75878, -1.81656)
H (5.62516, 0.20552, -0.48127)
H (5.40658, 0.18729, 1.26397)
C (3.25991, -1.00494, -3.92848)
As (1.44253, -0.34829, -3.60445)
C (0.61015, -1.32772, -5.13066)
C (1.69107, 1.35005, -4.55237)
H (3.50645, -0.92245, -4.98873)
H (3.34669, -2.04050, -3.60383)
H (3.94316, -0.40064, -3.33396)
H (0.67552, -0.73321, -6.04403)
H (-0.43632, -1.56567, -4.93535)
H (1.14439, -2.26586, -5.28371)
H (2.18390, 1.18057, -5.51211)
H (2.29874, 2.01376, -3.93930)
H (0.73400, 1.84690, -4.72129)
N (2.63212, 3.72805, 1.79813)
N (1.31624, 3.18022, 1.55312)
H (2.76777, 4.45276, 1.09907)
H (3.26468, 2.96890, 1.56307)
H (0.64588, 3.84395, 1.92328)
H (1.22940, 2.31768, 2.07998)

Atoms 1-6, force components in eV/Å:
0.295 0.212 0.242
0.033 -0.016 0.038
-0.011 -0.030 -0.023
-0.011 0.003 -0.014
-0.001 0.061 0.049
0.097 -0.132 -0.084

Calculated values
E_LUMO (spin up / spin down): 1.66 / 1.44 eV
E_HOMO (spin up / spin down): -4.319 / -5.611 eV
total charge: -1
E: -7837.57792 Eh
relative energy (zero: lowest compared OMol25 entry of this formula, charge and spin): 0.0000 eV
spin multiplicity: 2

These are the Mulliken partial charges, in e, on atoms 1 to 2: atom 1 (Hg): 1.59, atom 2 (C): -1.58



Among the records above, which one has the lowest total charge?
C62H55AsCl3HgN5O8S2



Among the records above, which one has the highest total charge?
C62H51AsNOP2RuS



Look up the total charge of the second one.
-1